Entry 1:
15 unconnected molecules or ions with the total composition C65H173N15O15, computed with wB97M-V/def2-TZVPD.

Computed properties:
Kohn-Sham gap   8.92 eV
HOMO   -8.389 eV

Cartesian coordinates (Å):
C1 -10.80 -1.04 36.54
H1 -14.01 -2.79 33.58
H2 -0.40 1.71 32.85
H3 -10.93 -0.10 31.49
C2 -6.01 4.28 27.25
C3 -0.36 -0.80 34.04
C4 -6.19 -1.29 32.07
C5 -9.07 -7.89 26.95
H4 -4.26 5.94 34.28
H5 -5.34 -1.50 30.02
C6 -7.90 1.09 37.26
C7 -3.33 -5.02 28.22
H6 0.78 -0.08 35.68
C8 -10.25 -6.72 36.76
H7 -0.75 -4.60 31.58
H8 -1.62 -1.15 38.79
H9 -7.75 -8.16 30.81
H10 -4.95 -1.03 39.55
C9 -11.51 -7.27 27.28
H11 -5.58 0.22 30.61
N1 -8.93 -8.31 35.19
C10 -13.15 -3.26 33.99
H12 -8.01 3.22 36.90
C11 -7.26 -4.63 25.49
H13 -2.13 -1.57 25.51
H14 -9.57 -6.79 37.62
H15 -6.48 -4.23 36.22
H16 -9.93 -4.35 26.40
H17 -0.99 -1.28 36.07
H18 -3.21 1.86 30.20
H19 -11.03 -7.45 36.88
C12 -8.15 -6.05 35.66
H20 1.71 -0.91 34.41
H21 -8.14 -8.42 27.36
H22 -5.90 -3.44 32.22
H23 -9.69 -2.79 32.23
C13 -4.93 4.12 35.21
H24 -7.01 -0.74 32.44
H25 -3.62 -1.87 29.00
H26 -7.79 -3.02 36.51
O1 -5.89 -4.38 25.73
N2 -8.97 0.16 24.47
N3 -4.84 -1.63 26.43
H27 -10.70 -5.71 36.74
N4 -11.25 -0.78 26.32
O2 -8.31 -0.75 22.11
N5 -10.73 -9.68 27.51
H28 -12.63 -2.13 31.63
H29 -9.15 -7.90 25.87
H30 -12.80 0.15 28.25
H31 0.55 -6.94 31.73
H32 -6.93 2.86 24.15
H33 -6.83 4.79 26.81
H34 -4.42 -5.01 31.83
H35 -6.90 3.14 31.46
H36 -11.32 -0.56 35.79
H37 -8.11 -4.34 28.07
C14 -3.92 -3.77 38.24
H38 -4.24 -4.19 24.55
H39 -2.39 -0.33 33.87
H40 -0.56 -5.28 33.16
O3 -6.05 3.64 33.19
H41 -10.43 -8.52 32.27
H42 1.49 -2.07 32.65
C15 1.14 -0.01 31.22
H43 -7.97 -5.44 32.21
H44 -3.77 4.29 28.91
H45 -13.33 -0.96 24.58
H46 -5.06 0.31 36.93
C16 -0.68 -1.79 35.12
C17 -5.99 -0.81 30.63
H47 -2.83 -5.25 27.20
H48 -0.40 -7.59 33.21
C18 -3.34 1.90 29.13
H49 -4.40 -3.63 37.31
C19 -0.37 -7.43 32.14
N6 -5.94 5.71 29.17
H50 -8.49 -5.14 29.90
H51 -4.88 -0.74 26.97
H52 -6.02 3.25 27.02
H53 -6.68 -0.62 23.39
O4 -4.56 2.43 28.83
O5 -9.60 -7.05 30.94
H54 -7.33 -2.03 20.74
H55 -2.29 -5.58 34.62
H56 -12.49 -7.55 27.73
N7 -3.91 3.70 36.28
H57 -10.24 -3.34 29.89
H58 -4.10 3.35 33.40
H59 -7.54 -5.61 25.92
H60 -5.52 -7.02 31.55
C20 -13.38 -0.06 27.39
C21 -2.36 -0.34 38.65
H61 -14.36 -0.46 27.61
H62 -12.51 -2.38 24.92
H63 -7.00 -2.34 22.54
C22 -2.37 -1.64 26.63
H64 -9.41 -0.56 23.94
C23 -3.61 -0.78 37.92
H65 -1.56 -2.44 34.92
H66 -15.53 -3.89 26.13
H67 -2.57 2.48 28.66
H68 -5.89 3.84 35.66
H69 -6.20 -6.76 33.05
H70 -11.46 -10.01 28.16
H71 -2.57 0.11 39.58
H72 -6.83 -4.61 30.12
H73 -8.32 -0.05 28.42
H74 -9.78 1.52 36.40
C24 -4.95 -4.99 24.82
H75 -3.00 -5.83 28.93
H76 -7.36 1.46 35.37
H77 -7.46 -4.79 24.42
H78 -9.93 -6.57 34.60
C25 -12.61 -1.13 26.65
C26 -1.27 -5.23 32.27
H79 -1.43 -2.09 30.56
C27 -3.11 -5.40 33.93
H80 -6.67 1.79 32.57
C28 -3.64 -2.39 26.93
H81 -5.01 2.20 34.35
H82 -11.46 -7.82 31.06
H83 -6.74 3.75 29.18
O6 -7.26 -0.71 29.93
H84 -9.99 0.80 38.05
H85 -5.99 5.77 30.19
C29 -8.01 -3.46 26.09
H86 -4.70 0.05 32.84
H87 -1.57 0.77 35.01
H88 -8.69 -2.68 27.98
N8 -4.11 0.43 37.35
H89 -4.43 -4.99 28.07
C30 -7.35 1.95 24.55
C31 -1.48 0.28 34.00
H90 -13.53 0.83 26.78
C32 -8.28 -7.35 31.46
H91 -3.65 -3.32 26.37
C33 -7.55 2.53 37.65
H92 -11.89 -3.80 31.77
C34 -7.44 -5.48 30.17
H93 -3.41 -1.42 37.05
H94 -1.86 0.41 38.00
H95 -5.88 5.87 34.98
H96 -7.66 -2.56 25.58
C35 -4.61 3.79 29.28
C36 -1.31 0.36 31.49
H97 -6.53 1.42 25.05
H98 -7.07 -3.31 34.85
H99 -9.93 -2.79 25.73
H100 -14.03 -4.19 25.17
H101 1.12 0.70 30.43
O7 -4.09 -2.72 39.16
C37 -14.51 -3.58 25.97
H102 -11.44 -1.03 37.48
H103 -1.24 1.04 30.68
O8 -1.46 -6.58 31.84
H104 -3.62 2.75 36.25
H105 -7.68 -6.32 36.61
H106 -8.37 -0.25 25.17
H107 -10.67 -2.01 36.17
C38 -9.39 -6.92 35.47
H108 -4.32 -4.64 38.69
H109 -8.42 -8.77 35.94
N9 -6.15 -6.45 32.08
H110 -5.61 -2.30 26.55
C39 -8.12 0.99 23.60
H111 -0.49 -8.40 31.60
H112 -4.02 -5.04 34.54
H113 -3.09 4.27 36.17
C40 -7.46 -6.11 31.52
H114 1.83 -0.84 30.97
H115 -4.61 3.96 30.35
C41 -7.25 -0.09 28.72
H116 -2.12 1.86 32.73
H117 -8.10 2.32 25.31
N10 -9.41 -3.66 25.69
N11 -10.24 -2.36 30.18
H118 -11.88 -4.23 28.47
H119 -7.41 -2.88 31.60
H120 -11.31 -5.51 29.69
H121 -11.69 -7.25 26.14
H122 -5.12 -1.24 33.92
C42 -1.33 1.17 32.76
H123 -7.42 -0.17 35.67
H124 0.19 -2.41 35.45
O9 -14.58 -2.20 25.56
H125 -9.78 -8.84 34.98
C43 -10.47 -8.14 31.26
H126 -2.31 -0.08 31.41
H127 -6.79 6.17 28.78
H128 -5.36 2.39 31.61
H129 -10.18 -8.99 30.64
H130 -2.29 -0.67 27.16
H131 -5.53 -5.28 23.93
H132 -10.32 -0.72 33.08
H133 -10.78 -10.08 26.55
C44 -10.38 -8.28 27.67
C45 -11.87 -5.32 28.72
C46 -13.24 -1.70 25.36
H134 -2.12 -3.67 33.29
H135 -7.51 0.37 38.00
N12 -7.10 0.75 35.99
H136 1.48 0.57 32.03
C47 -5.93 4.33 28.72
H137 1.24 0.79 34.29
H138 -10.71 -0.47 27.16
H139 -5.54 -1.60 37.97
C48 -2.55 -4.58 32.84
H140 -2.86 -4.00 38.06
C49 -3.76 -2.73 28.41
H141 -3.32 -4.13 30.96
C50 -6.29 2.73 32.18
N13 -0.37 -1.44 32.73
H142 -3.24 0.82 28.83
O10 -9.45 -0.57 36.80
C51 -7.38 -3.75 35.78
H143 -4.26 1.14 38.08
H144 -8.04 2.81 38.59
C52 -10.40 -2.21 31.62
H145 -0.53 -1.00 29.46
O11 -2.92 -3.82 28.89
O12 -11.90 -2.73 33.49
H146 -12.88 -5.67 28.89
H147 -7.47 -6.37 34.87
C53 -11.82 -2.76 32.06
H148 -12.55 -1.96 27.41
H149 -7.12 -6.07 29.34
H150 -4.46 5.88 36.09
H151 -13.13 -3.23 35.11
H152 -9.27 -2.03 29.93
H153 -8.38 -7.87 32.43
C54 -0.49 -1.61 30.30
H154 -9.18 -0.35 31.84
O13 -11.13 -5.97 27.67
N14 -3.70 -4.30 31.89
H155 -1.55 -2.21 27.03
H156 -13.24 -4.29 33.65
H157 -4.51 -5.86 25.35
C55 -4.90 -1.07 32.85
H158 -11.25 -0.10 25.61
N15 -6.60 -2.71 32.19
H159 -8.80 1.56 22.92
H160 -3.45 -6.38 33.55
H161 -8.82 -6.80 27.18
C56 -4.65 -1.54 38.66
C57 -4.85 5.54 35.09
C58 -9.41 0.73 37.16
C59 -10.19 -0.71 32.00
C60 -7.80 -2.05 21.77
C61 -7.31 0.05 22.77
O14 0.61 -2.44 32.78
C62 0.92 -0.20 34.61
H162 -6.96 -3.02 27.98
H163 -4.85 -2.96 28.53
C63 -0.19 -0.69 31.45
H164 -6.63 0.62 22.09
O15 -8.49 -4.68 35.62
H165 -4.01 -1.60 32.40
H166 -6.52 2.59 37.88
H167 -6.84 0.86 28.69
H168 -5.13 4.62 26.69
H169 -6.78 -0.73 27.88
H170 0.29 -2.35 30.11
H171 -10.24 -7.99 28.70
C64 -7.95 -3.37 27.59
H172 -8.66 -2.74 21.69
C65 -4.97 3.24 34.03
H173 -13.88 -3.57 26.89



Entry 2:
A molecular structure, C65H51N3P3RuSSi, computed with wB97M-V/def2-TZVPD.

Computed properties:
Spin multiplicity   6
ΔE to the lowest compared entry with this formula, charge and spin   0.000 eV
Kohn-Sham gap (alpha / beta)   6.10 / 4.68 eV
HOMO (alpha / beta)   -5.684 / -7.174 eV

Cartesian coordinates (Å):
H1 -0.57 0.22 -4.42
H2 -4.35 -0.10 3.89
H3 -6.25 2.41 5.26
C1 -2.57 -3.57 -1.79
H4 -1.86 -7.02 -0.24
Si1 1.37 -1.07 0.57
C2 -2.85 1.67 0.11
H5 3.04 3.24 4.10
C3 -2.73 -5.97 -1.89
H6 3.06 0.90 4.93
C4 0.67 1.19 -5.86
H7 2.69 -3.05 2.58
H8 1.71 -4.48 4.31
H9 -3.04 -6.87 -2.41
H10 -0.26 2.47 3.86
C5 0.24 -2.87 -4.58
H11 -1.10 3.25 -0.77
C6 0.75 -3.84 -2.45
C7 -1.25 1.52 1.73
H12 4.05 1.26 -5.79
C8 -4.62 4.84 6.66
C9 -0.58 -2.70 1.77
C10 0.48 -5.10 -2.95
C11 -5.57 -1.48 1.06
C12 -2.97 -4.72 -2.45
C13 4.96 -2.59 -2.04
H13 6.28 1.10 -1.14
H14 6.05 -2.84 -0.21
C14 0.96 3.74 -0.46
C15 -0.38 4.05 -0.62
H15 -0.36 -4.23 -6.11
C16 -0.81 5.37 -0.62
C17 1.06 -3.97 3.61
C18 -0.04 -4.13 -5.08
C19 0.65 -2.71 -3.26
C20 2.77 1.12 3.91
C21 2.76 -1.63 -1.83
C22 2.37 2.69 2.14
H16 -1.10 4.17 5.48
P1 1.43 1.96 -0.44
C23 4.09 -2.05 0.13
C24 -5.42 3.06 5.50
H17 -3.45 -4.64 -3.41
C25 -4.36 -0.59 2.93
P2 1.13 -1.11 -2.51
H18 2.21 3.25 -2.92
H19 -4.40 -2.42 -0.46
P3 -1.56 -2.08 0.35
C26 -3.17 -1.00 2.35
C27 1.61 -3.16 2.62
C28 1.51 -0.07 -3.97
H20 -0.13 -6.23 -4.67
C29 3.04 2.06 -1.32
C30 5.46 2.34 -2.69
H21 2.15 2.06 -7.16
C31 -1.13 -3.48 2.79
C32 3.03 1.01 -5.51
H22 2.94 4.56 -0.24
H23 6.40 2.45 -3.21
H24 1.06 -3.74 -1.41
H25 -0.75 -4.70 4.50
C33 4.20 1.46 -0.84
C34 1.97 1.47 -6.27
C35 -1.95 -3.64 -0.54
C36 -1.82 3.63 4.88
C37 -3.08 3.08 2.04
C38 -3.16 -1.66 1.12
C39 -5.57 -0.83 2.28
H26 -3.99 2.00 4.30
H27 4.34 3.53 -4.09
H28 -3.58 3.87 2.58
H29 3.65 -2.26 -3.69
C40 1.46 6.10 -0.33
H30 5.76 -2.98 -2.66
H31 2.18 6.90 -0.23
H32 -0.35 1.04 2.09
C41 -3.14 3.73 5.32
C42 -1.29 2.80 3.76
H33 -2.24 -0.82 2.87
H34 -1.17 -5.00 0.94
C43 0.80 -2.47 1.72
C44 1.99 1.65 1.28
H35 2.34 3.71 1.80
H36 3.66 -0.03 -3.76
C45 -2.07 -6.06 -0.67
Ru1 -0.40 -0.29 -0.87
C46 3.10 2.79 -2.51
C47 0.45 0.43 -4.73
S1 -1.98 -0.26 -2.46
C48 5.39 1.58 -1.53
H37 2.36 -0.92 3.46
H38 -0.17 1.56 -6.43
H39 -0.22 7.43 -0.47
N1 -5.67 4.07 6.34
H40 -6.51 -1.68 0.55
C49 -3.55 2.63 0.83
N2 -1.68 1.15 0.55
H41 0.16 -2.01 -5.23
C50 4.31 2.94 -3.18
H42 4.17 0.90 0.08
H43 -2.74 -2.60 -2.25
C51 -1.90 2.49 2.57
H44 -2.21 -3.62 2.83
H45 0.57 -5.97 -2.31
H46 -4.46 3.03 0.41
C52 0.08 -5.25 -4.28
C53 -4.18 2.84 4.96
H47 -3.20 1.29 -0.84
C54 -4.38 -1.90 0.48
H48 4.22 -2.01 1.21
C55 1.88 4.78 -0.33
H49 -6.50 -0.50 2.73
C56 2.76 2.42 3.44
H50 -4.81 5.64 7.36
C57 2.81 0.26 -4.36
C58 -1.68 -4.90 0.00
N3 -3.39 4.73 6.22
C59 5.12 -2.51 -0.66
C60 0.11 6.40 -0.47
C61 2.88 -1.62 -0.44
C62 3.78 -2.16 -2.62
C63 -0.32 -4.10 3.71
H51 -1.86 5.59 -0.75
C64 1.99 0.32 1.74
C65 2.38 0.09 3.06



- Which formula does entry 2 have?
  C65H51N3P3RuSSi



- Which formula does entry 1 have?
  C65H173N15O15